No. 1
Density functional theory data (ωB97M-V with the def2-TZVPD basis set) for 4 unconnected molecules or ions with the total composition C14H29BN3O4P2S.

The geometry in XYZ format:
```
54
Properties=species:S:1:pos:R:3
C 0.98882 5.09284 2.63076
C -0.51415 5.11837 2.30617
C -1.14867 3.73844 2.03016
C -1.38276 3.41490 0.55059
C -0.18783 3.70529 -0.38072
C 0.22300 2.48096 -1.21001
B 1.08503 1.40286 -0.38748
O 0.18587 0.52663 0.48299
C 0.89670 -0.67326 0.55322
P -0.12625 -1.89922 1.42821
S 0.67018 -3.10313 2.76558
C 1.24414 -0.88262 -0.92688
P 2.34367 -2.25146 -1.53629
O 2.13926 -3.32656 -0.29941
O 1.34971 -2.88483 -2.69557
O 1.76648 0.35561 -1.28879
H 1.23197 5.70940 3.50046
H 1.60054 5.46077 1.80491
H 1.33059 4.07663 2.83845
H -0.67924 5.75452 1.43087
H -1.04965 5.59535 3.13155
H -0.51592 2.95503 2.45993
H -2.10808 3.67900 2.55446
H -2.27235 3.94835 0.19809
H -1.61292 2.34808 0.47931
H -0.42975 4.54965 -1.03565
H 0.67471 4.00595 0.22370
H -0.69937 2.02681 -1.60427
H 0.81327 2.79857 -2.08161
H 1.95587 1.94206 0.32190
H 1.82247 -0.54841 1.14177
H -1.12601 -1.08869 1.97575
H -0.84115 -2.56864 0.41825
H 0.24504 -1.03016 -1.41370
H 1.34961 -3.88798 -0.35520
H 0.40967 -2.73123 -2.51705
C -0.71485 1.86726 -4.83125
C -1.58324 2.83621 -4.17421
N -2.25056 3.59601 -3.63222
H -1.18012 1.49975 -5.74420
H 0.23932 2.33278 -5.07155
H -0.52644 1.03523 -4.15340
C 2.71776 -7.19233 -1.19234
C 1.48261 -6.49235 -0.86659
N 0.55036 -5.88305 -0.59483
H 2.53230 -7.95705 -1.94431
H 3.43748 -6.47234 -1.57943
H 3.12605 -7.65684 -0.29677
C -2.71389 -4.53816 3.08929
C -3.30132 -3.61160 2.12806
N -3.76997 -2.89088 1.36736
H -2.76522 -4.10933 4.08864
H -3.25055 -5.48554 3.06946
H -1.66220 -4.68765 2.84386
```

The total charge is -1. Its HOMO energy is -4.9 eV. For the frontier orbital gap, the calculation gives 7.25 eV. The LUMO energy is 0.0877 Ha.



No. 2
Density functional theory data (ωB97M-V with the def2-TZVPD basis set) for a molecular structure, C14H29Cl2N2PSc at a distorted geometry.

The geometry in XYZ format:
```
49
Properties=species:S:1:pos:R:3
Sc -0.16163 -0.30456 2.40259
Cl -0.97949 1.71619 1.56848
Cl 0.47147 -2.41543 1.66660
H -1.67279 -0.78980 1.52583
H 0.20235 -0.06235 -1.10254
P -0.01465 0.12360 -2.47831
C 0.27200 1.84715 -2.90604
C 1.20534 -0.99697 -3.17328
C -1.75402 -0.28300 -2.61458
C 1.18673 2.60669 -1.92518
H -0.73364 2.30517 -2.82161
C 0.75939 1.96026 -4.36063
H 1.67302 1.37400 -4.52462
H 0.99079 3.00773 -4.58097
H 0.00185 1.62594 -5.07973
H 0.78466 2.54078 -0.90357
H 1.18175 3.66281 -2.23067
H 2.22640 2.24576 -1.94618
H -2.22162 0.60932 -2.15617
C -2.18117 -1.50418 -1.76588
C -2.18855 -0.35914 -4.08373
H -2.18916 0.63656 -4.54789
H -3.20977 -0.75091 -4.15428
H -1.54245 -1.01335 -4.68791
H -1.38687 -1.85269 -1.08776
H -2.51702 -2.33595 -2.40665
H -3.02179 -1.19930 -1.12350
C 2.58006 -0.72492 -2.53200
H 1.22775 -0.73556 -4.24671
C 0.82324 -2.47010 -3.00928
H 2.97074 0.27641 -2.75535
H 3.27855 -1.46050 -2.95013
H 2.55484 -0.86229 -1.43778
H 0.77530 -2.76017 -1.94869
H 1.62620 -3.04734 -3.48340
H -0.11920 -2.72750 -3.50479
N -0.16370 0.11207 8.60760
C -0.07436 0.18719 7.26129
C 0.94514 -0.52667 6.58286
C 0.91226 -0.55332 5.20112
N -0.09148 0.05617 4.48698
C -0.96754 0.88571 5.14246
C -1.02100 0.94209 6.52336
H 0.48730 -0.42792 9.15186
H -0.88919 0.58241 9.12049
H 1.70436 -1.08152 7.14140
H 1.67732 -1.07089 4.60931
H -1.61859 1.49174 4.50547
H -1.79918 1.52059 7.03210
```

The total charge is -1. Its HOMO energy (alpha / beta) is -0.1 / -1.4 eV. For the frontier orbital gap (alpha / beta), the calculation gives 2.66 / 3.99 eV. The LUMO energy (alpha / beta) is 0.0953 / 0.0968 Ha.



No. 3
Density functional theory data (ωB97M-V with the def2-TZVPD basis set) for a molecular structure, C14H29GaNO6S at a distorted geometry.

The geometry in XYZ format:
```
52
Properties=species:S:1:pos:R:3
C 1.25973 2.61325 0.86589
C 1.07266 2.26539 -0.43875
C -0.30885 2.49145 -1.11430
Ga -1.26845 0.77863 -1.72292
C -0.04193 -0.84728 -1.99330
C 0.52394 -1.48942 -0.70257
O 1.25366 -2.46845 -0.74209
O 0.22202 -1.01083 0.57277
N -2.79042 0.25309 -0.58595
C -2.61872 0.49287 0.55815
S -2.32808 0.50010 2.18451
H 2.27288 2.50376 1.33626
H 0.42292 2.95522 1.51471
H 1.95379 1.85099 -0.99701
H -0.11378 3.10397 -2.04537
H -0.90790 3.15102 -0.43329
H -1.89644 1.11168 -3.18225
H -0.65624 -1.64214 -2.50824
H 0.82922 -0.64385 -2.67772
H 1.05575 -1.04844 1.08002
C 0.48525 -6.40207 -3.94902
O 1.27406 -5.24542 -3.74427
C 1.77941 -5.14998 -2.41173
C 3.22001 -5.62750 -2.32943
O 3.33743 -7.02023 -2.62034
C 3.75646 -7.26476 -3.95165
H 0.39267 -6.56780 -5.02422
H 0.93283 -7.29243 -3.49909
H -0.51595 -6.24966 -3.53162
H 1.14241 -5.70739 -1.71774
H 1.74134 -4.09586 -2.12711
H 3.57658 -5.48411 -1.30535
H 3.85938 -5.03612 -2.99183
H 4.83656 -7.10105 -4.03709
H 3.23407 -6.62875 -4.67005
H 3.53931 -8.30706 -4.18928
C -0.96725 6.71487 3.44707
O -0.89616 5.32561 3.18801
C -0.99496 4.53870 4.37007
C -2.40193 3.99552 4.56490
O -3.34323 5.04059 4.79458
C -4.07100 5.38320 3.62494
H -1.18951 7.22648 2.50922
H -1.75017 6.96075 4.16941
H -0.00233 7.07487 3.82152
H -0.67497 5.11636 5.24427
H -0.30650 3.69668 4.25370
H -2.40987 3.35615 5.45313
H -2.69965 3.38174 3.70999
H -4.85595 4.64148 3.44610
H -3.42715 5.45024 2.74537
H -4.53692 6.35594 3.78899
```

The total charge is -1. Its HOMO energy is -5.1 eV. For the frontier orbital gap, the calculation gives 7.79 eV. The LUMO energy is 0.0999 Ha.